# 1
Below is a structure of composition C41H49AsCuN7O4S2, with properties calculated with wB97M-V/def2-TZVPD.

As for the net charge: +1. As for the spin multiplicity: 2. The value obtained for the frontier orbital gap (spin up / spin down) is 8.080 / 5.199 eV. For the HOMO energy (spin up / spin down), the calculation gives -10.3 / -10.3 eV. Its expectation value of S² is 0.776.

CARTESIAN COORDINATES (ANGSTROEM)
Cu1 -0.5851 0.9893 0.1856
C1 -3.8160 2.6091 -3.8291
C2 -2.9985 1.7831 -2.8748
O1 -2.5222 2.2524 -1.8385
N1 -2.8160 0.4897 -3.1911
C3 -2.0924 -0.4158 -2.3120
C4 -2.8107 -0.7105 -1.0202
C5 -3.9594 -1.4876 -1.0272
C6 -4.5966 -1.7711 0.1663
C7 -4.0575 -1.2679 1.3396
C8 -2.9081 -0.5043 1.2658
N2 -2.2892 -0.2198 0.1118
H1 -3.4278 3.6244 -3.8460
H2 -4.8446 2.6463 -3.4665
H3 -3.8210 2.2030 -4.8391
H4 -3.2391 0.1283 -4.0285
H5 -1.1171 0.0027 -2.0761
H6 -1.9397 -1.3459 -2.8578
H7 -4.3302 -1.8866 -1.9623
H8 -5.4870 -2.3855 0.1819
H9 -4.5093 -1.4653 2.3014
H10 -2.4481 -0.0936 2.1563
S1 -0.6622 1.9414 2.3594
C9 0.9531 1.9640 2.9459
N3 1.6570 0.8669 3.2510
C10 3.0068 1.1731 3.7175
C11 3.0343 2.7148 3.6303
N4 1.6829 3.0379 3.1720
H11 1.3052 -0.0613 3.0889
H12 3.7556 0.7085 3.0756
H13 3.1538 0.8118 4.7349
H14 3.7625 3.0861 2.9101
H15 3.2319 3.1838 4.5924
H16 1.4194 4.0242 3.1165
C12 2.2916 0.7103 -0.0567
C13 3.6358 0.8825 -0.8011
N5 3.4714 1.7935 -1.9300
C14 2.8843 3.0505 -1.4599
C15 1.4703 2.8038 -0.8810
N6 1.1929 1.3451 -0.8309
C16 1.2196 0.8281 -2.2217
C17 2.5696 1.1770 -2.8956
H17 2.3189 1.2114 0.9115
H18 2.0216 -0.3365 0.1150
H19 4.0051 -0.0723 -1.1817
H20 4.3967 1.2878 -0.1323
H21 2.8475 3.7468 -2.2984
H22 3.5303 3.4904 -0.7009
H23 0.6902 3.2587 -1.4944
H24 1.3873 3.2092 0.1259
H25 0.3838 1.2867 -2.7550
H26 1.0579 -0.2498 -2.1784
H27 2.4288 1.8701 -3.7262
H28 3.0449 0.2784 -3.2930
N7 -3.3052 3.7468 0.4063
C18 -2.3275 4.6144 0.6494
C19 -1.4132 4.9342 -0.4005
C20 -0.2555 5.5724 -0.0932
C21 0.0344 5.8832 1.2530
C22 -0.9558 5.7715 2.2476
C23 -2.1354 5.1580 1.9534
S2 1.7344 6.2014 1.6996
O2 1.7843 5.8142 3.1042
O3 2.4526 5.2758 0.8357
O4 1.9084 7.6024 1.4132
H29 -3.2718 3.1997 -0.4569
H30 -3.8683 3.3927 1.1652
H31 -1.6259 4.5792 -1.3991
H32 0.4992 5.7628 -0.8445
H33 -0.7232 6.0988 3.2514
H34 -2.8831 4.9784 2.7160
C24 3.7058 -6.0976 -1.9078
C25 4.0629 -4.7665 -1.7470
C26 3.1053 -3.8354 -1.3713
C27 1.7893 -4.2276 -1.1415
C28 1.4371 -5.5638 -1.3068
C29 2.3936 -6.4940 -1.6904
As1 0.5408 -2.8477 -0.5715
C30 0.6608 -3.0700 1.3654
C31 1.2288 -4.1769 1.9854
C32 1.2165 -4.2861 3.3710
C33 0.6256 -3.3007 4.1487
C34 0.0588 -2.1887 3.5381
C35 0.0944 -2.0710 2.1543
C36 -1.1410 -3.7932 -0.8871
C37 -1.5296 -3.9755 -2.2145
C38 -2.7107 -4.6335 -2.5235
C39 -3.5242 -5.1122 -1.5030
C40 -3.1451 -4.9337 -0.1813
C41 -1.9579 -4.2786 0.1272
H35 4.4488 -6.8253 -2.2062
H36 5.0837 -4.4522 -1.9206
H37 3.3884 -2.7939 -1.2567
H38 0.4167 -5.8846 -1.1360
H39 2.1129 -7.5315 -1.8177
H40 1.6824 -4.9611 1.3916
H41 1.6634 -5.1514 3.8432
H42 0.6066 -3.3980 5.2262
H43 -0.4094 -1.4129 4.1347
H44 -0.3322 -1.1916 1.6821
H45 -0.8863 -3.6283 -3.0181
H46 -2.9889 -4.7888 -3.5585
H47 -4.4413 -5.6357 -1.7404
H48 -3.7677 -5.3173 0.6175
H49 -1.6699 -4.1577 1.1646

Atoms 1-2, force components in eV/Å:
0.1 -0.1 0.1
0.0 0.0 0.0

Here are the Löwdin charges for atoms 1 to 99, given in e: number 1, Cu, carries 0.14; number 2, C, carries 0.02; number 3, C, carries -0.50; number 4, O, carries 0.00; number 5, N, carries 0.10; number 6, C, carries -0.11; number 7, C, carries -0.25; number 8, C, carries -0.01; number 9, C, carries -0.04; number 10, C, carries -0.03; number 11, C, carries -0.13; number 12, N, carries 0.06; number 13, H, carries 0.09; number 14, H, carries 0.10; number 15, H, carries 0.09; number 16, H, carries 0.15; number 17, H, carries 0.07; number 18, H, carries 0.12; number 19, H, carries 0.12; number 20, H, carries 0.12; number 21, H, carries 0.11; number 22, H, carries 0.06; number 23, S, carries 0.72; number 24, C, carries -0.77; number 25, N, carries 0.03; number 26, C, carries -0.11; number 27, C, carries -0.09; number 28, N, carries 0.06; number 29, H, carries 0.09; number 30, H, carries 0.11; number 31, H, carries 0.12; number 32, H, carries 0.12; number 33, H, carries 0.13; number 34, H, carries 0.09; number 35, C, carries -0.14; number 36, C, carries -0.14; number 37, N, carries -0.15; number 38, C, carries -0.13; number 39, C, carries -0.15; number 40, N, carries -0.20; number 41, C, carries -0.16; number 42, C, carries -0.14; number 43, H, carries 0.09; number 44, H, carries 0.08; number 45, H, carries 0.11; number 46, H, carries 0.12; number 47, H, carries 0.12; number 48, H, carries 0.11; number 49, H, carries 0.11; number 50, H, carries 0.08; number 51, H, carries 0.11; number 52, H, carries 0.07; number 53, H, carries 0.12; number 54, H, carries 0.12; number 55, N, carries 0.23; number 56, C, carries -0.28; number 57, C, carries 0.01; number 58, C, carries -0.03; number 59, C, carries -0.18; number 60, C, carries -0.02; number 61, C, carries 0.00; number 62, S, carries 0.43; number 63, O, carries -0.34; number 64, O, carries -0.32; number 65, O, carries -0.27; number 66, H, carries 0.08; number 67, H, carries 0.13; number 68, H, carries 0.11; number 69, H, carries 0.13; number 70, H, carries 0.13; number 71, H, carries 0.13; number 72, C, carries -0.08; number 73, C, carries -0.08; number 74, C, carries -0.12; number 75, C, carries -0.41; number 76, C, carries -0.11; number 77, C, carries -0.07; number 78, As, carries 1.35; number 79, C, carries -0.39; number 80, C, carries -0.08; number 81, C, carries -0.07; number 82, C, carries -0.07; number 83, C, carries -0.10; number 84, C, carries -0.16; number 85, C, carries -0.41; number 86, C, carries -0.15; number 87, C, carries -0.09; number 88, C, carries -0.08; number 89, C, carries -0.08; number 90, C, carries -0.10; number 91, H, carries 0.11; number 92, H, carries 0.11; number 93, H, carries 0.08; number 94, H, carries 0.10; number 95, H, carries 0.11; number 96, H, carries 0.10; number 97, H, carries 0.11; number 98, H, carries 0.11; number 99, H, carries 0.11

=====

# 2
Below is a structure of composition C41H49BrN3O3S2Zr in a non-equilibrium geometry, with properties calculated with wB97M-V/def2-TZVPD.

As for the net charge: -1. The value obtained for the frontier orbital gap is 6.180 eV. For the HOMO energy, the calculation gives -3.8 eV.

CARTESIAN COORDINATES (ANGSTROEM)
Zr1 0.0081 1.3364 0.9134
C1 2.7268 -1.9015 -0.3831
N1 3.3378 -0.6846 0.1291
C2 3.9435 -0.9267 1.4409
C3 3.1408 -0.4641 2.6559
C4 1.7959 -1.1589 2.9100
N2 0.6192 -0.2791 2.8264
C5 -0.3065 -0.5144 3.6678
C6 -1.5848 0.1954 3.7914
C7 -2.6272 -0.4221 4.4939
C8 -3.8414 0.2041 4.6625
C9 -4.0073 1.4951 4.1377
C10 -2.9869 2.1230 3.4621
C11 -1.7615 1.4751 3.2614
O1 -0.7640 2.0808 2.6276
C12 4.3230 -0.1568 -0.8216
C13 3.7411 0.4520 -2.1036
C14 3.6665 1.9810 -2.1000
N3 3.0514 2.4404 -0.8771
C15 3.5171 3.4545 -0.2920
C16 3.0640 3.9683 1.0208
C17 3.5765 5.1826 1.4682
C18 3.3117 5.6588 2.7407
C19 2.5546 4.8687 3.6037
C20 2.0562 3.6449 3.1877
C21 2.2692 3.2053 1.8849
O2 1.7654 2.0351 1.4826
H1 3.4518 -2.7357 -0.4191
H2 2.3362 -1.7490 -1.3885
H3 1.8808 -2.1985 0.2346
H4 4.8960 -0.3960 1.4851
H5 4.1892 -1.9973 1.5347
H6 2.9651 0.6090 2.5691
H7 3.7839 -0.6155 3.5261
H8 1.8032 -1.6305 3.8951
H9 1.6496 -1.9645 2.1832
H10 -0.1655 -1.3282 4.3868
H11 -2.4604 -1.4146 4.9038
H12 -4.6474 -0.2858 5.1933
H13 -4.9552 2.0074 4.2596
H14 -3.1048 3.1126 3.0380
H15 5.0404 -0.9546 -1.0836
H16 4.8913 0.6183 -0.3032
H17 2.7385 0.0586 -2.2832
H18 4.3563 0.1500 -2.9561
H19 4.6691 2.4114 -2.2382
H20 3.0540 2.2982 -2.9498
H21 4.3632 4.0123 -0.7284
H22 4.1989 5.7601 0.7895
H23 3.6984 6.6173 3.0631
H24 2.3539 5.2095 4.6132
H25 1.4481 3.0286 3.8356
S1 -2.5124 1.3154 0.1284
C22 -2.9608 2.9955 -0.1311
C23 -4.3149 3.3160 -0.3091
C24 -4.7384 4.6168 -0.5324
C25 -3.7955 5.6382 -0.5866
C26 -2.4531 5.3367 -0.4110
C27 -2.0092 4.0277 -0.1858
S2 -0.2743 3.7695 0.0480
H26 -5.0381 2.5092 -0.2636
H27 -5.7938 4.8305 -0.6621
H28 -4.1025 6.6636 -0.7557
H29 -1.7104 6.1263 -0.4384
C28 -2.0925 -2.3483 -5.6787
C29 -1.1978 -3.2046 -4.7696
C30 -1.8303 -4.5884 -4.6454
C31 0.1823 -3.3621 -5.4276
C32 -1.0369 -2.5236 -3.4110
C33 -0.5878 -1.2065 -3.3472
C34 -0.4028 -0.6162 -2.1247
Br1 0.1420 1.1824 -2.0648
C35 -0.6126 -1.2465 -0.8857
O3 -0.2710 -0.6171 0.2430
C36 -1.1440 -2.5461 -0.9402
C37 -1.3071 -3.1409 -2.2013
C38 -1.6205 -3.3900 0.2596
C39 -3.1015 -3.7475 0.0477
C40 -1.5342 -2.6957 1.6164
C41 -0.7845 -4.6757 0.3349
H30 -2.2343 -2.8430 -6.6448
H31 -1.6563 -1.3651 -5.8700
H32 -3.0734 -2.1939 -5.2209
H33 -1.9530 -5.0189 -5.6432
H34 -2.8162 -4.5396 -4.1739
H35 -1.2045 -5.2701 -4.0625
H36 0.0867 -3.8114 -6.4223
H37 0.8267 -4.0024 -4.8185
H38 0.6804 -2.3951 -5.5367
H39 -0.3836 -0.6300 -4.2423
H40 -1.6942 -4.1527 -2.2173
H41 -3.7097 -2.8390 0.0199
H42 -3.4527 -4.3712 0.8763
H43 -3.2681 -4.2950 -0.8832
H44 -2.0730 -1.7495 1.6252
H45 -0.5023 -2.4995 1.8962
H46 -1.9797 -3.3541 2.3714
H47 -0.9306 -5.3171 -0.5385
H48 -1.0647 -5.2504 1.2236
H49 0.2814 -4.4371 0.4035

Atoms 1-2, force components in eV/Å:
-0.9 -0.1 -0.1
0.0 0.0 -0.1

Here are the Löwdin charges for atoms 1 to 99, given in e: number 1, Zr, carries 1.37; number 2, C, carries -0.09; number 3, N, carries -0.18; number 4, C, carries -0.21; number 5, C, carries -0.15; number 6, C, carries -0.19; number 7, N, carries -0.01; number 8, C, carries -0.11; number 9, C, carries -0.16; number 10, C, carries -0.06; number 11, C, carries -0.10; number 12, C, carries -0.08; number 13, C, carries -0.02; number 14, C, carries -0.38; number 15, O, carries -0.31; number 16, C, carries -0.21; number 17, C, carries -0.18; number 18, C, carries -0.26; number 19, N, carries 0.03; number 20, C, carries -0.11; number 21, C, carries -0.16; number 22, C, carries -0.06; number 23, C, carries -0.11; number 24, C, carries -0.09; number 25, C, carries -0.01; number 26, C, carries -0.37; number 27, O, carries -0.35; number 28, H, carries 0.09; number 29, H, carries 0.08; number 30, H, carries 0.06; number 31, H, carries 0.11; number 32, H, carries 0.11; number 33, H, carries 0.09; number 34, H, carries 0.11; number 35, H, carries 0.11; number 36, H, carries 0.09; number 37, H, carries 0.13; number 38, H, carries 0.11; number 39, H, carries 0.09; number 40, H, carries 0.10; number 41, H, carries 0.12; number 42, H, carries 0.11; number 43, H, carries 0.11; number 44, H, carries 0.06; number 45, H, carries 0.11; number 46, H, carries 0.10; number 47, H, carries 0.10; number 48, H, carries 0.12; number 49, H, carries 0.10; number 50, H, carries 0.09; number 51, H, carries 0.10; number 52, H, carries 0.11; number 53, S, carries 0.59; number 54, C, carries -0.68; number 55, C, carries -0.15; number 56, C, carries -0.13; number 57, C, carries -0.13; number 58, C, carries -0.15; number 59, C, carries -0.67; number 60, S, carries 0.56; number 61, H, carries 0.09; number 62, H, carries 0.09; number 63, H, carries 0.08; number 64, H, carries 0.09; number 65, C, carries -0.05; number 66, C, carries -0.56; number 67, C, carries -0.07; number 68, C, carries -0.05; number 69, C, carries -0.18; number 70, C, carries -0.09; number 71, C, carries -0.55; number 72, Br, carries 0.89; number 73, C, carries -0.39; number 74, O, carries -0.39; number 75, C, carries -0.08; number 76, C, carries 0.01; number 77, C, carries -0.52; number 78, C, carries -0.05; number 79, C, carries -0.06; number 80, C, carries -0.05; number 81, H, carries 0.08; number 82, H, carries 0.08; number 83, H, carries 0.09; number 84, H, carries 0.08; number 85, H, carries 0.09; number 86, H, carries 0.08; number 87, H, carries 0.08; number 88, H, carries 0.09; number 89, H, carries 0.08; number 90, H, carries 0.10; number 91, H, carries 0.09; number 92, H, carries 0.10; number 93, H, carries 0.08; number 94, H, carries 0.07; number 95, H, carries 0.08; number 96, H, carries 0.06; number 97, H, carries 0.09; number 98, H, carries 0.07; number 99, H, carries 0.08

=====

| no. | E_tot (eV) |
| --- | --- |
| 1 | -189078.0969 |
| 2 | -146926.4062 |